Here is a cluster of 2 separate species, C7H15S in total in a non-equilibrium geometry from the Open Molecules 2025 dataset. Energies are from ωB97M-V/def2-TZVPD.

## Properties
E, eV: -18337.589
Energy relative to the best compared isomer or geometry (same formula, charge and spin), kcal/mol: 6.0
Gap between HOMO and LUMO, eV: 6.420

```
! RIJCOSX wB97M-V def2-TZVPD def2/J DEFGRID3
* xyz -1 1
C -1.86871 1.61405 1.34098
C -1.36214 1.87126 -0.10313
C -0.44140 3.05529 -0.18944
C 0.89590 2.92799 -0.36624
H -2.21628 2.52566 1.81531
H -2.66912 0.82751 1.33478
H -1.02713 1.18853 1.90512
H -2.24330 2.04190 -0.79795
H -0.79792 1.00053 -0.43286
H -0.87808 4.03659 -0.01693
H 1.55040 3.82204 -0.47394
H 1.36101 1.93247 -0.35868
C -0.54229 -2.34785 -1.56192
C 0.79363 -2.81836 -0.99342
C 0.96413 -2.42602 0.47578
S 0.90298 -0.62627 0.69566
H -1.41861 -2.83808 -1.01900
H -0.65101 -2.52351 -2.65999
H -0.65797 -1.28955 -1.34554
H 0.87642 -3.90086 -1.13486
H 1.60873 -2.35618 -1.54729
H 1.89103 -2.80225 0.88406
H 0.18951 -2.90276 1.10149
*
```